C29H54N3O17S3 | ωB97M-V/def2-TZVPD

```
! wB97M-V def2-TZVPD RIJCOSX def2/J DEFGRID3
* xyz 1 1
C 5.870 0.187 -3.920
C 5.666 -1.257 -3.450
O 6.787 -1.842 -2.810
C 7.236 -1.157 -1.657
C 6.190 -1.034 -0.564
O 5.519 0.208 -0.635
C 4.630 0.385 0.441
C 3.989 1.739 0.371
O 2.851 1.689 -0.482
C 2.131 2.912 -0.530
C 0.648 2.556 -0.643
O -0.241 3.613 -0.787
C 0.107 4.703 -1.645
C 0.331 4.330 -3.099
C 0.779 5.587 -3.835
O -0.952 3.902 -3.562
O 0.565 1.633 -1.692
C -0.741 1.157 -1.915
C -1.153 0.273 -0.744
C -2.566 -0.239 -1.004
C -2.936 -1.627 -0.470
C -1.954 -2.754 -0.791
C -1.931 -3.228 -2.272
N -2.563 -2.280 -3.190
C -3.956 -2.602 -3.553
C -1.794 -1.966 -4.346
C -1.018 -3.042 -5.076
O -1.779 -0.828 -4.752
N -1.115 1.193 0.457
N -1.638 0.615 1.666
C -1.064 -0.362 2.141
S -0.309 -1.569 2.735
C 0.211 1.872 0.693
C 0.011 2.943 1.791
C 0.270 2.493 3.227
C 1.747 2.277 3.487
O 2.554 3.133 3.288
O 2.092 1.062 4.018
H 5.503 0.308 -4.935
H 5.359 0.882 -3.258
H 6.925 0.450 -3.900
H 5.491 -1.876 -4.328
H 4.766 -1.348 -2.835
H 7.674 -0.187 -1.902
H 8.041 -1.774 -1.261
H 5.479 -1.858 -0.693
H 6.677 -1.157 0.408
H 5.183 0.317 1.387
H 3.868 -0.405 0.448
H 3.672 2.004 1.386
H 4.717 2.488 0.052
H 2.353 3.486 0.371
H 2.466 3.464 -1.408
H -0.761 5.356 -1.638
H 0.936 5.290 -1.244
H 1.060 3.529 -3.215
H 0.672 5.475 -4.911
H 0.143 6.419 -3.533
H 1.804 5.837 -3.569
H -0.948 3.930 -4.525
H -1.463 1.957 -2.093
H -0.712 0.526 -2.799
H -0.390 -0.494 -0.649
H -2.760 -0.189 -2.070
H -3.255 0.479 -0.543
H -3.896 -1.872 -0.921
H -3.130 -1.591 0.601
H -2.241 -3.603 -0.180
H -0.935 -2.519 -0.482
H -2.414 -4.206 -2.337
H -0.893 -3.400 -2.548
H -4.020 -3.056 -4.543
H -4.378 -3.285 -2.822
H -4.568 -1.702 -3.531
H 0.026 -2.740 -5.113
H -1.087 -4.008 -4.589
H -1.396 -3.088 -6.093
H -1.764 1.949 0.213
H 0.963 1.162 1.027
H -0.987 3.367 1.700
H 0.690 3.768 1.601
H -0.316 1.638 3.546
H -0.027 3.317 3.878
H 1.850 0.362 3.394
C -3.193 0.317 5.602
C -3.397 1.806 5.786
O -4.176 2.182 4.639
S -5.156 0.988 4.222
O -6.445 1.209 4.759
O -4.959 0.723 2.841
O -4.439 -0.159 5.084
H -2.422 0.109 4.857
H -2.959 -0.192 6.532
H -2.467 2.367 5.790
H -3.963 2.029 6.692
C -3.798 -6.178 4.317
C -3.627 -4.728 4.723
O -2.225 -4.475 4.517
S -1.698 -5.331 3.273
O -1.696 -4.503 2.116
O -0.537 -6.034 3.671
O -2.938 -6.323 3.173
H -3.457 -6.860 5.097
H -4.818 -6.420 4.036
H -3.880 -4.545 5.763
H -4.201 -4.057 4.080
*
```

Properties
Frontier orbital gap, eV: 7.2
Strongest force on any atom, eV/A: 1.381


C29H54N6O6S | ωB97M-V/def2-TZVPD

```
! wB97M-V def2-TZVPD RIJCOSX def2/J DEFGRID3
* xyz 0 1
C 1.495 2.160 -1.240
C 0.348 2.314 -2.059
N -0.617 2.408 -2.710
H 1.486 2.942 -0.481
H 2.405 2.064 -1.833
H 1.344 1.230 -0.692
C -0.049 -1.663 2.232
C -0.111 -1.605 3.683
N -0.104 -1.613 4.835
H 0.765 -2.335 1.960
H 0.141 -0.672 1.818
H -0.968 -2.039 1.782
C -2.685 1.740 -0.921
C -2.245 0.337 -1.132
N -1.959 -0.805 -1.288
H -2.895 1.927 0.132
H -3.583 1.760 -1.539
H -1.981 2.428 -1.388
C 1.270 -2.649 -2.942
C 2.509 -2.049 -3.453
N 3.525 -1.575 -3.820
H 1.177 -3.600 -3.467
H 0.363 -2.146 -3.277
H 1.277 -2.677 -1.853
C -0.010 0.089 0.110
C 0.377 -0.543 -1.148
N 0.720 -0.998 -2.169
H 0.854 0.267 0.751
H -0.800 -0.468 0.615
H -0.381 1.097 -0.071
C 1.973 0.166 -3.688
C 2.183 1.611 -3.899
N 2.362 2.723 -4.063
H 2.129 -0.150 -2.657
H 2.669 -0.345 -4.353
H 0.933 -0.077 -3.908
C 1.057 2.398 1.312
S 1.648 2.018 3.048
O 0.408 2.082 3.936
C 2.040 0.243 2.929
H 1.861 2.259 0.589
H 0.583 3.362 1.131
H 0.338 1.624 1.045
H 2.333 -0.103 3.921
H 2.789 0.036 2.164
H 1.150 -0.259 2.550
C -1.771 4.182 0.894
C -0.871 3.556 -0.103
O -0.184 2.554 0.110
C -0.848 4.283 -1.438
H -2.692 4.690 0.609
H -1.212 5.004 1.341
H -2.117 3.576 1.731
H -1.052 5.327 -1.200
H -1.706 3.957 -2.026
H 0.099 4.286 -1.978
C 3.916 0.524 -1.661
C 2.949 0.224 -0.537
O 2.638 1.013 0.347
C 2.512 -1.250 -0.448
H 4.915 0.209 -1.360
H 3.963 1.602 -1.816
H 3.689 -0.033 -2.570
H 3.294 -1.868 -0.007
H 2.183 -1.569 -1.437
H 1.650 -1.322 0.216
C -2.509 -3.703 0.908
C -2.671 -2.365 1.511
O -2.420 -2.180 2.711
C -2.877 -1.257 0.521
H -2.898 -3.653 -0.109
H -2.879 -4.522 1.524
H -1.431 -3.753 0.750
H -1.959 -0.697 0.342
H -3.591 -0.523 0.896
H -3.328 -1.495 -0.442
C 0.788 -4.213 0.303
C 0.142 -2.900 -0.146
O 0.399 -1.847 0.425
C -0.771 -2.978 -1.372
H 0.077 -5.039 0.308
H 1.194 -4.149 1.312
H 1.615 -4.492 -0.350
H -1.825 -3.014 -1.099
H -0.550 -3.922 -1.871
H -0.559 -2.154 -2.054
C -1.272 1.513 2.903
C -2.148 0.722 2.017
O -1.945 0.775 0.816
C -3.096 -0.166 2.704
H -0.512 0.900 3.387
H -1.778 1.988 3.743
H -0.722 2.358 2.489
H -3.425 0.325 3.619
H -2.552 -1.061 3.006
H -3.974 -0.359 2.087
*
```

Properties
ΔE to the lowest compared entry with this formula, charge and spin, eV: 45.644
Frontier orbital gap, eV: 6.6
Strongest force on any atom, eV/A: 14.684


The evaluated energy for the records listed, in turn: -102721.0038, -62961.1331 eV.